{"formula": "C32H18BrF10N3O4PS2V", "method": "ωB97M-V/def2-TZVPD", "e_above_lowest_ev": 0.777, "total_energy_ha": -7349.67596, "homo_lumo_gap_ev": [7.146, 6.416], "homo_energy_ev": [-10.58, -9.89], "total_charge": 1, "multiplicity": 2, "species": ["V", "F", "C", "F", "F", "S", "O", "O", "N", "S", "O", "O", "C", "F", "F", "F", "C", "C", "N", "C", "C", "C", "C", "C", "C", "C", "C", "C", "N", "C", "H", "H", "H", "H", "H", "H", "H", "H", "F", "C", "C", "F", "C", "F", "C", "P", "C", "C", "C", "C", "C", "C", "C", "C", "C", "C", "C", "C", "C", "Br", "C", "F", "H", "H", "H", "H", "H", "H", "H", "H", "H", "H"], "xyz": [[0.1278, -0.6723, -0.6661], [0.6171, -2.4663, 3.6425], [0.9813, -3.4374, 2.8181], [2.2495, -3.7542, 3.0289], [0.2174, -4.4971, 3.0175], [0.7776, -2.8584, 1.0483], [-0.0032, -1.6258, 1.1633], [0.1648, -3.9412, 0.3564], [2.2364, -2.5520, 0.5331], [2.6254, -1.0300, 0.4468], [2.3319, -0.2318, 1.5935], [2.2383, -0.4580, -0.8444], [4.4686, -1.0592, 0.3345], [4.8583, 0.2046, 0.2371], [4.8433, -1.7276, -0.7510], [4.9890, -1.6125, 1.4108], [1.3665, -3.8244, -3.3467], [1.3759, -2.6340, -2.6198], [0.3040, -2.1898, -1.9690], [-0.8401, -2.9105, -2.0637], [-0.9400, -4.1155, -2.7723], [0.2173, -4.5756, -3.4174], [-2.1978, -4.7982, -2.7775], [-3.2651, -4.3060, -2.1103], [-3.1872, -3.0688, -1.3946], [-4.2644, -2.4870, -0.7092], [-4.0831, -1.2720, -0.0891], [-2.8371, -0.6524, -0.1355], [-1.7846, -1.1862, -0.7480], [-1.9669, -2.3772, -1.3772], [2.2750, -4.1417, -3.8381], [2.2711, -2.0332, -2.5589], [0.2013, -5.5151, -3.9547], [-2.2773, -5.7257, -3.3302], [-4.2056, -4.8419, -2.1111], [-5.2223, -2.9906, -0.6881], [-4.8970, -0.7946, 0.4376], [-2.6837, 0.3092, 0.3378], [-4.1491, 4.5628, -2.1080], [-3.1757, 3.8988, -1.5139], [-2.8756, 4.1334, -0.1828], [-3.5599, 5.0343, 0.4989], [-1.8511, 3.4259, 0.4329], [-1.5837, 3.7287, 1.7012], [-1.1138, 2.4596, -0.2382], [0.3308, 1.4914, 0.4362], [0.1936, 1.6148, 2.2402], [-0.8847, 0.9418, 2.8113], [-1.0338, 0.8983, 4.1860], [-0.0914, 1.5078, 5.0015], [1.0001, 2.1495, 4.4362], [1.1502, 2.2029, 3.0590], [1.5551, 2.7419, -0.1359], [1.5510, 3.9979, 0.4791], [2.3771, 5.0080, 0.0181], [3.1931, 4.7966, -1.0841], [3.1904, 3.5617, -1.7107], [2.3846, 2.5359, -1.2371], [-1.4437, 2.2494, -1.5747], [-0.4974, 0.9324, -2.5996], [-2.4435, 2.9526, -2.2149], [-2.7226, 2.7240, -3.4943], [-1.6018, 0.4365, 2.1749], [-1.8784, 0.3822, 4.6240], [-0.2077, 1.4692, 6.0763], [1.7423, 2.6107, 5.0746], [2.0184, 2.6852, 2.6316], [0.8905, 4.1889, 1.3158], [2.3874, 5.9683, 0.5172], [3.8240, 5.5927, -1.4563], [3.8213, 3.3863, -2.5725], [2.4218, 1.5801, -1.7254]], "forces_ev_per_a": [[0.49, 1.93, -0.59], [0.06, -0.01, -0.01], [0.06, 0.16, 0.08], [-0.05, -0.01, 0.02], [-0.01, 0.04, -0.04], [0.04, -1.12, 0.64], [-0.09, -0.13, 0.31], [0.22, -0.20, -0.01], [-0.11, 0.15, -0.09], [1.60, 0.02, 1.01], [0.24, 0.12, 0.23], [-0.30, -0.06, -0.43], [-0.10, -0.20, -0.23], [0.00, -0.06, -0.01], [0.05, 0.00, 0.03], [-0.06, -0.02, 0.01], [-0.03, 0.03, -0.05], [-0.11, -0.19, -0.11], [0.34, -0.89, -0.67], [-0.08, -0.20, -0.24], [0.11, 0.32, 0.14], [-0.01, 0.00, 0.05], [-0.16, -0.10, -0.01], [0.01, -0.19, -0.12], [0.15, 0.25, 0.11], [0.13, 0.04, -0.06], [-0.15, -0.10, -0.01], [0.07, 0.06, -0.04], [-1.69, -0.58, -0.05], [-0.21, -0.21, -0.15], [-0.01, -0.02, -0.01], [0.02, -0.01, 0.08], [-0.02, 0.01, -0.02], [0.00, -0.01, 0.03], [0.00, 0.02, -0.02], [-0.01, 0.02, 0.03], [0.03, 0.04, 0.00], [-0.01, -0.01, 0.00], [-0.07, 0.06, -0.05], [0.10, -0.07, 0.10], [0.07, -0.08, -0.06], [-0.07, 0.08, 0.03], [0.13, -0.14, -0.10], [-0.07, 0.10, 0.05], [-0.15, -0.11, 0.08], [-0.18, 1.25, 0.12], [-0.04, -0.12, -0.04], [0.09, 0.08, -0.03], [-0.06, -0.04, 0.02], [-0.04, -0.01, -0.03], [0.04, 0.04, 0.09], [-0.03, -0.05, -0.04], [0.11, -0.09, 0.17], [-0.05, -0.04, 0.01], [0.00, 0.08, 0.04], [0.03, -0.08, -0.04], [0.02, 0.07, -0.03], [-0.02, 0.03, 0.17], [0.10, -0.04, 0.07], [-0.34, 0.43, -0.28], [0.13, -0.16, -0.13], [-0.06, 0.05, 0.01], [-0.04, -0.01, 0.08], [0.01, 0.00, -0.01], [0.03, 0.02, 0.00], [0.01, -0.01, -0.02], [0.00, -0.03, 0.03], [0.04, 0.04, -0.01], [-0.07, -0.01, 0.00], [0.01, 0.00, 0.03], [0.00, 0.01, 0.01], [-0.03, -0.12, -0.07]], "lowdin_spin": [0.96, 0.00, 0.00, 0.00, 0.00, 0.00, 0.00, 0.00, 0.00, 0.00, 0.00, 0.02, 0.00, 0.00, 0.00, 0.00, 0.00, -0.01, 0.00, 0.00, 0.00, -0.01, 0.00, 0.00, 0.00, 0.00, 0.00, 0.00, 0.01, 0.00, 0.00, 0.00, 0.00, 0.00, 0.00, 0.00, 0.00, 0.00, 0.00, 0.00, 0.00, 0.00, 0.00, 0.00, 0.00, 0.01, 0.00, 0.00, 0.00, 0.00, 0.00, 0.00, 0.00, 0.00, 0.00, 0.00, 0.00, 0.00, 0.00, 0.00, 0.00, 0.00, 0.00, 0.00, 0.00, 0.00, 0.00, 0.00, 0.00, 0.00, 0.00, 0.00]}